(1)
{"formula": "C4H5N3", "method": "the ωB97M-V functional and the def2-TZVPD basis", "elements": ["C", "N", "C", "C", "N", "C", "N", "H", "H", "H", "H", "H"], "coordinates": [[-0.03, -1.17, 1.12], [0.44, -0.46, -0.05], [0.58, 0.80, -0.07], [-1.25, 0.62, -2.89], [-0.56, -0.25, -2.51], [0.35, 1.68, 1.06], [0.14, 2.40, 1.94], [0.06, -0.60, 2.05], [0.53, -2.11, 1.20], [-1.08, -1.42, 0.95], [-0.02, -0.76, -1.80], [0.85, 1.28, -1.01]], "lowdin_charge": [-0.091, -0.047, -0.172, -0.085, 0.001, -0.173, 0.173, 0.077, 0.085, 0.099, 0.026, 0.108], "orbital_gap_ha": 0.3953, "total_energy_ev": -8696.69615, "spin_multiplicity": 1, "e_above_lowest_ev": 3.116, "homo_energy_ev": -11.33, "lumo_ha": -0.0212}

***

(2)
{"formula": "C4H5N3", "method": "the ωB97M-V functional and the def2-TZVPD basis", "elements": ["N", "C", "C", "N", "C", "N", "C", "H", "H", "H", "H", "H"], "coordinates": [[-1.78, 0.15, 0.19], [-0.42, -0.09, -0.02], [0.58, 1.04, 0.27], [1.71, 0.89, -0.71], [1.94, -0.27, -0.36], [1.58, -1.44, -0.13], [0.12, -1.30, -0.22], [-2.14, 1.02, -0.17], [-2.37, -0.63, -0.07], [0.19, 2.05, 0.24], [1.04, 0.81, 1.24], [-0.43, -2.22, -0.27]], "lowdin_charge": [0.086, -0.324, -0.139, 0.112, -0.261, 0.101, -0.098, 0.088, 0.091, 0.116, 0.123, 0.104], "orbital_gap_ha": 0.3095, "total_energy_ev": -8696.13204, "spin_multiplicity": 1, "e_above_lowest_ev": 3.680, "homo_energy_ev": -8.07, "lumo_ha": 0.0129}